## one
Density functional theory data (the ωB97M-V functional and the def2-TZVPD basis) for the ion C10H14N3 with charge +1.

Cartesian coordinates (Å):
C -1.65 -0.10 1.32
C -1.23 0.28 -0.07
C -2.35 0.44 -1.09
C -0.36 1.57 0.01
C 1.06 1.23 0.60
C 2.35 1.66 0.28
N 3.14 0.83 -0.30
C 2.35 -0.26 -0.71
N 1.99 -1.23 0.34
C 1.24 -2.33 0.25
N -0.01 -2.17 -0.06
C -0.23 -0.87 -0.67
C 1.01 -0.15 -0.12
H -0.63 -0.36 1.75
H -2.44 -0.79 1.32
H -2.02 0.80 1.76
H -2.81 -0.52 -1.12
H -3.14 1.10 -0.82
H -2.12 0.65 -2.05
H -0.16 1.76 -1.15
H -0.66 2.41 0.57
H 1.04 1.09 1.71
H 2.65 2.61 0.63
H 2.55 -0.74 -1.67
H 1.67 -3.23 0.56
H -0.85 -2.69 0.42
H -0.40 -1.00 -1.68

Summary:
- LUMO: -4.30 eV
- Orbital gap: 9.542 eV
- SMILES: CC1(C)C[C@@H]2C=N[C@H]3N4C=[NH+][C@@H]1[C@]234
- Charge: +1

## two
Density functional theory data (the ωB97M-V functional and the def2-TZVPD basis) for the ion C10H14N3 with charge +1.

Cartesian coordinates (Å):
C 3.01 -1.05 -0.55
C 2.24 -2.18 -0.26
C 2.50 0.17 -0.38
C 0.89 -2.08 0.06
C 1.13 0.32 -0.28
C 0.35 -0.82 -0.01
C -0.65 1.57 -1.18
C 0.83 2.56 0.61
C -1.42 -0.19 1.58
C -3.14 -0.73 -1.07
N 0.43 1.55 -0.39
N -1.14 -0.77 0.29
N -1.79 -0.99 -0.75
H 4.10 -1.08 -0.94
H 2.64 -3.22 -0.43
H 3.04 1.14 -0.45
H 0.18 -2.86 0.14
H -1.23 2.56 -1.03
H 1.30 2.02 1.45
H 1.53 3.32 0.29
H -0.06 2.98 1.02
H -0.53 -0.63 2.27
H -1.24 0.86 1.61
H -2.37 -0.65 1.95
H -3.90 -0.67 -0.24
H -3.49 -1.45 -1.79
H -3.20 0.31 -1.52

Summary:
- LUMO: -4.86 eV
- Orbital gap: 7.239 eV
- Charge: +1

Relative energies with respect to the most stable structure, expressed in kcal/mol: one 0.0; two 34.6.

## one
Density functional theory data (the ωB97M-V functional and the def2-TZVPD basis) for a cluster of 2 separate species, CH3O2S in total.

Cartesian coordinates (Å):
S 1.93 -0.60 -1.01
H 2.40 0.33 -1.86
O -2.57 0.43 0.90
C -1.47 0.51 0.42
O -0.32 0.26 1.08
H -1.19 0.78 -0.61
H 0.25 -0.22 0.43

Summary:
- LUMO: 4.04 eV
- Orbital gap: 7.307 eV
- Charge: -1

## two
Density functional theory data (the ωB97M-V functional and the def2-TZVPD basis) for a cluster of 2 separate species, CH3O2S in total.

Cartesian coordinates (Å):
S 1.81 0.38 1.41
H 2.23 1.20 2.36
O -2.25 -0.54 -1.52
C -1.12 -0.31 -1.15
O -0.59 -0.85 -0.03
H -0.31 0.43 -1.51
H 0.24 -0.31 0.45

Summary:
- LUMO: 4.09 eV
- Orbital gap: 7.633 eV
- Charge: -1

Relative energies with respect to the most stable structure, expressed in kcal/mol: one 0.0; two 5.9.

## one
Density functional theory data (the ωB97M-V functional and the def2-TZVPD basis) for the molecule C11H11NO.

Cartesian coordinates (Å):
C 2.52 -0.07 0.74
C 1.72 -1.28 0.28
C 0.56 -0.90 -0.62
C -0.54 -0.13 0.04
C -0.53 1.26 0.06
C -1.55 1.95 0.70
C -2.58 1.26 1.30
C -2.59 -0.13 1.28
C -1.58 -0.82 0.65
O 0.18 -1.84 -1.58
C 0.82 -0.69 -2.07
C 0.05 0.25 -2.82
N -0.55 1.02 -3.42
H 2.92 0.48 -0.11
H 3.35 -0.38 1.37
H 1.89 0.60 1.32
H 1.32 -1.81 1.14
H 2.37 -1.97 -0.27
H 0.27 1.80 -0.42
H -1.54 3.03 0.71
H -3.38 1.80 1.79
H -3.40 -0.67 1.75
H -1.58 -1.90 0.61
H 1.83 -0.84 -2.45

Summary:
- LUMO: 0.81 eV
- Orbital gap: 10.413 eV
- SMILES: CC[C@]1(c2ccccc2)O[C@H]1C#N

## two
Density functional theory data (the ωB97M-V functional and the def2-TZVPD basis) for the molecule C11H11NO.

Cartesian coordinates (Å):
C 2.01 -0.05 -3.14
O 1.68 -0.50 -1.86
C 0.58 0.02 -1.24
C -0.49 0.73 -1.83
C -1.71 1.01 -1.12
C -1.70 0.85 0.25
N -2.75 1.29 1.04
C -0.62 0.19 0.93
C -0.70 -0.13 2.25
C 0.27 -0.92 2.76
C 1.43 -1.36 2.06
C 1.53 -0.97 0.76
C 0.51 -0.23 0.17
H 2.90 -0.64 -3.48
H 1.11 -0.12 -3.97
H 2.18 1.06 -3.12
H -0.74 0.84 -2.91
H -2.65 1.42 -1.66
H -2.99 0.63 1.71
H -3.60 1.68 0.62
H -1.62 0.01 2.84
H 0.22 -1.30 3.78
H 2.08 -2.11 2.43
H 2.44 -1.44 0.25

Summary:
- LUMO: 0.90 eV
- Orbital gap: 8.129 eV
- SMILES: COc1ccc(N)c2ccccc12

Relative energies with respect to the most stable structure, expressed in kcal/mol: one 0.0; two 1.5.